Entry 1:
C42H64BIN8Pd | the ωB97M-V functional and the def2-TZVPD basis

Last column: Löwdin spin population.
Element x y z (Å)
Pd 0.0542 0.5778 -0.6068  1.117
C 1.0251 4.7883 -1.3877  0.001
N 0.9609 3.7214 -2.3837  0.008
C -0.1951 3.8332 -3.2147  0.000
C 1.7461 2.5855 -2.3305  0.013
N 1.1917 1.3278 -2.2435  0.057
C 1.2956 0.5432 -3.3646  0.003
C 2.1303 0.7351 -4.4663  0.004
C 2.1591 -0.2691 -5.4883  0.003
C 1.5448 -1.5269 -5.3253  0.003
C 0.7308 -1.6909 -4.1885  0.005
C 0.4845 -0.6306 -3.2879  0.006
N -0.4482 -0.7832 -2.2804  0.101
C -1.6956 -1.3125 -2.5611  0.015
N -2.3998 -1.0022 -3.6677  0.009
C -2.4220 0.3572 -4.2407  0.001
C -2.8624 -1.9937 -4.6687  0.001
N -2.2851 -2.1025 -1.6521  0.005
C -1.6734 -2.4399 -0.3845  0.001
C -3.5429 -2.8061 -1.8356  0.001
N 3.1042 2.7467 -2.1473  0.008
C 3.7796 3.9516 -2.7422  0.001
C 3.9142 1.5848 -1.8855  0.000
H 0.0501 4.8516 -0.8858  0.000
H 1.2527 5.7148 -1.9141  0.000
H 1.8957 4.7018 -0.6829  0.000
H -1.1405 3.7865 -2.6531  0.000
H -0.1772 3.0007 -3.9780  0.000
H -0.0679 4.7968 -3.8256  0.000
H 2.7501 1.6465 -4.5662  0.000
H 2.6919 -0.0535 -6.4354  0.000
H 1.8328 -2.3499 -6.0052  0.000
H 0.2069 -2.6275 -3.9728  0.000
H -1.9617 1.0386 -3.4810  0.000
H -3.4912 0.6468 -4.4209  0.001
H -1.7322 0.4470 -5.1262  0.000
H -2.8572 -2.9821 -4.2512  0.000
H -2.1264 -1.9899 -5.5012  0.000
H -3.8757 -1.7411 -5.0087  0.000
H -0.5822 -2.5909 -0.5101  0.001
H -2.0202 -3.3565 0.0556  0.000
H -1.8134 -1.5823 0.3187  0.000
H -4.0564 -2.3893 -2.6898  0.000
H -4.1120 -2.6945 -0.9002  0.000
H -3.4364 -3.9420 -2.0420  0.000
H 3.0431 4.6819 -3.1390  0.000
H 4.4558 3.5601 -3.5067  0.000
H 4.4226 4.4431 -1.9262  0.000
H 3.3936 0.9377 -1.1711  0.001
H 4.8477 1.9122 -1.4504  0.000
H 4.1430 0.9657 -2.7543  0.000
I -2.5458 1.3114 -0.5183  0.258
C 4.4994 -0.2217 2.7523  0.001
C 3.6601 0.0901 1.4871  0.002
C 2.8598 1.3252 1.7126  0.027
C 2.9910 -1.2294 1.0061  0.007
C 3.8518 -1.9348 0.0813  0.003
C 3.5418 -3.1787 -0.3768  -0.001
C 2.3909 -3.8195 0.1539  0.002
C 1.6410 -3.2382 1.1824  0.000
C 0.7756 -4.1427 1.9877  0.000
C 0.1219 -5.2196 1.1362  0.000
C 1.3962 -4.8158 3.2164  0.000
C 1.8537 -1.8727 1.5366  0.013
N 0.9108 -1.0731 2.1463  0.032
B -0.0024 0.0253 1.5672  0.189
N -1.0248 0.1884 2.6004  0.021
C -0.8056 -0.7525 3.6661  0.006
C 0.3351 -1.4073 3.3849  0.006
C -2.0686 1.1706 2.6036  0.004
C -1.7901 2.5303 2.4191  0.002
C -2.8140 3.4097 2.0291  0.001
C -4.0920 3.0126 2.2460  0.005
C -4.4452 1.6747 2.5802  0.002
C -3.4313 0.7137 2.6909  0.001
C -3.7771 -0.7802 2.7332  0.000
C -4.1663 -1.2912 4.1451  0.000
C -4.8937 -1.1271 1.7154  0.000
C -0.4004 3.0162 2.7757  0.008
C -0.0942 2.7259 4.2924  0.001
C -0.0774 4.5143 2.3672  0.000
H 4.9493 0.6518 3.2173  0.000
H 5.3420 -0.8827 2.4588  0.000
H 3.8768 -0.7456 3.5187  0.000
H 4.3958 0.3606 0.6591  0.000
H 2.1645 1.2511 2.6108  0.001
H 2.2144 1.5968 0.8315  0.023
H 3.4894 2.2457 1.8436  0.001
H 4.7386 -1.4162 -0.2962  0.000
H 4.1189 -3.7249 -1.1281  0.000
H 2.1302 -4.8422 -0.1175  0.000
H -0.0770 -3.5517 2.3938  0.000
H 0.8577 -6.0477 0.9829  0.000
H -0.1979 -4.8684 0.1350  0.000
H -0.7067 -5.7024 1.6616  0.000
H 2.1826 -5.4679 2.8817  0.000
H 0.6755 -5.4294 3.7066  0.000
H 1.8362 -4.1008 3.9537  0.000
H -1.4823 -0.9037 4.4997  0.001
H 0.8657 -2.1400 3.9764  0.001
H -2.6369 4.4393 1.6218  0.000
H -4.8772 3.7404 1.9668  0.000
H -5.4917 1.4354 2.8146  0.000
H -2.8693 -1.3416 2.4656  0.000
H -5.0097 -0.7617 4.5078  0.000
H -3.3304 -1.1809 4.8818  0.000
H -4.4839 -2.3671 4.0926  0.000
H -5.9257 -0.8483 2.0307  0.000
H -4.8852 -2.2489 1.6010  0.000
H -4.6550 -0.7141 0.7032  0.002
H 0.3779 2.4440 2.1757  0.009
H -0.9396 3.0836 4.8965  0.000
H 0.8222 3.1993 4.6477  0.000
H -0.0330 1.6268 4.4678  0.000
H -0.4691 5.1899 3.1023  0.000
H -0.4943 4.7804 1.3764  0.000
H 0.9946 4.6094 2.3150  0.000

Forces on atoms 1 to 3 (eV/Å):
Pd -0.55 -0.23 1.17
C 1.43 0.25 0.00
N 1.38 -0.87 1.15

Summary:
Strongest force on any atom = 3.8 eV/Å
HOMO (spin up / spin down) = -0.2173 / -0.2456 hartree
E = -68768.27521 eV
Spin multiplicity = 3
Total charge = 0



Entry 2:
C42H64Cl18F18N4O16 | the ωB97M-V functional and the def2-TZVPD basis

Last column: Mulliken charge in e.
Element x y z (Å)
C -4.6498 0.6890 -3.9364  -0.032
O -3.6492 0.3343 -4.6443  -0.705
N -4.7964 1.8248 -3.2672  0.442
C -6.0531 2.1879 -2.6961  -0.561
C -3.7748 2.8691 -3.4437  -1.139
H -5.5376 0.0380 -3.9170  0.392
H -5.9188 2.7203 -1.7545  0.016
H -6.6278 1.3326 -2.3408  0.265
H -6.7593 2.6564 -3.3816  0.350
H -3.2874 2.9940 -2.4767  0.223
H -3.0169 2.6767 -4.2031  0.345
H -4.3093 3.8061 -3.5998  0.440
C -5.5643 1.6260 2.3981  0.378
O -6.6049 1.8002 1.8535  -0.654
N -5.3379 0.8181 3.4723  0.312
C -4.1790 0.8957 4.3210  0.376
C -6.4589 -0.0071 3.9739  -0.910
H -4.6234 1.9984 1.9644  0.137
H -3.3782 1.4519 3.8337  -0.637
H -3.7560 -0.1055 4.4025  -0.259
H -4.4833 1.3838 5.2469  0.504
H -6.8445 0.4222 4.8986  0.334
H -7.1599 -0.2090 3.1639  0.223
H -6.0500 -0.9569 4.3184  0.189
C 2.5538 -3.2438 6.9243  0.084
O 1.3818 -3.1688 7.2413  -0.574
N 2.9625 -3.8696 5.7849  0.184
C 4.4141 -3.9230 5.5375  -0.862
C 2.0665 -4.3615 4.7311  -0.944
H 3.3983 -2.8193 7.4889  0.333
H 4.9369 -3.7362 6.4756  0.318
H 4.6029 -3.0965 4.8524  0.256
H 4.6609 -4.8762 5.0701  0.285
H 2.2008 -5.3627 4.3217  0.352
H 0.9876 -4.3751 4.8857  0.310
H 2.2353 -3.7163 3.8689  0.294
C -2.2028 2.9905 5.9837  0.165
O -2.5720 3.3976 7.0396  -0.616
N -0.9753 2.4474 5.7488  0.408
C -0.5840 2.0505 4.4180  -0.223
C -0.1040 2.1190 6.8682  -0.822
H -2.7399 3.1863 5.0427  0.354
H -1.2284 2.3971 3.6100  -0.329
H -0.5327 0.9620 4.3969  -0.134
H 0.4594 2.2635 4.1855  0.384
H 0.8942 2.5429 6.7585  0.317
H -0.5189 2.4586 7.8172  0.307
H 0.1551 1.0652 6.7654  0.112
C 2.2381 -4.7636 -3.5707  -1.056
C 3.3752 -3.7364 -3.4644  0.442
O 4.6649 -4.3030 -3.7440  -0.351
C 5.2840 -4.2046 -4.9247  0.436
O 4.8584 -3.5629 -5.8858  -0.561
C 6.7235 -4.9562 -4.9206  0.801
F 6.6439 -6.1010 -4.1310  -0.245
F 7.0664 -5.2608 -6.2020  -0.228
F 7.6378 -4.1207 -4.3907  -0.204
H 2.4615 -5.7779 -3.2399  0.412
H 1.8548 -4.8545 -4.5870  0.309
H 1.3932 -4.5043 -2.9327  0.009
H 3.3913 -3.0961 -2.5824  0.210
H 3.0930 -3.0001 -4.2170  0.010
C -0.9638 -1.1724 -7.2457  -1.154
C 0.0475 -2.0326 -6.4037  -0.118
O 0.6739 -1.1569 -5.4746  -0.259
C 0.4222 -1.2333 -4.1060  0.098
O -0.1174 -2.3012 -3.6074  -0.297
C 1.0585 -0.1533 -3.2891  0.583
F 0.0558 0.6661 -2.7714  0.020
F 1.8262 -0.6522 -2.3131  0.229
F 1.7993 0.6547 -4.1116  -0.290
H -1.7423 -0.8460 -6.5561  0.221
H -1.4706 -1.6102 -8.1057  0.392
H -0.5233 -0.2304 -7.5723  0.333
H 0.8916 -2.3097 -7.0353  0.244
H -0.3206 -2.9326 -5.9111  0.306
C -0.0067 3.7362 -1.4361  -0.840
C 0.1777 3.8921 -2.9207  0.068
O 0.6807 5.1859 -3.1842  -0.324
C -0.0767 6.2208 -3.2336  0.508
O -1.2750 6.1368 -2.9965  -0.577
C 0.6095 7.5562 -3.6864  0.792
F 1.9778 7.4901 -3.8624  -0.255
F 0.0036 8.1487 -4.7256  -0.249
F 0.4291 8.3075 -2.7079  -0.236
H 0.7840 4.0823 -0.7705  0.445
H -0.3554 2.7475 -1.1379  0.179
H -0.8398 4.3898 -1.1773  0.221
H -0.7572 3.6781 -3.4387  0.083
H 0.9554 3.2285 -3.2987  0.071
C -5.0235 4.3097 -0.2574  -0.557
C -4.5351 5.5267 0.5601  -0.711
O -3.0948 5.5518 0.7817  -0.321
C -2.6349 4.8673 1.8829  0.391
O -3.3785 4.2944 2.6453  -0.597
C -1.0755 4.7888 2.0236  0.954
F -0.5231 3.5530 1.9873  -0.098
F -0.4390 5.5135 1.1027  -0.280
F -0.6493 5.2970 3.1619  -0.285
H -6.1060 4.2949 -0.1308  0.452
H -4.4691 3.4241 0.0533  0.163
H -4.7529 4.5499 -1.2856  0.124
H -5.1013 5.7036 1.4745  0.355
H -4.5934 6.3770 -0.1194  0.412
C 5.4545 2.6920 -0.6652  -0.815
C 4.5818 2.4901 -1.9486  -0.199
O 4.5039 1.2646 -2.6418  -0.024
C 5.5466 0.8219 -3.5208  -0.210
O 6.6626 1.3099 -3.6567  -0.533
C 5.2836 -0.5289 -4.2411  1.110
F 6.0917 -1.4818 -3.7627  -0.220
F 3.9829 -0.9836 -4.2010  -0.123
F 5.7068 -0.3368 -5.5407  -0.277
H 5.0417 2.0656 0.1256  -0.009
H 5.5036 3.7353 -0.3533  0.413
H 6.4278 2.2413 -0.8593  0.295
H 4.8751 3.2504 -2.6725  0.397
H 3.5377 2.6789 -1.6991  0.145
C 7.6683 -1.0019 -0.5210  -0.899
C 6.8186 -1.7875 0.5390  -0.179
O 5.9686 -0.9447 1.3470  -0.271
C 4.5674 -0.9427 1.3696  0.318
O 3.8630 -1.6640 0.7108  -0.363
C 3.8902 -0.0111 2.4398  0.561
F 3.6855 1.1790 1.8975  -0.207
F 2.6738 -0.5451 2.6867  -0.065
F 4.6213 0.1774 3.5561  -0.259
H 8.0420 -1.6029 -1.3499  0.360
H 8.5604 -0.6812 0.0170  0.342
H 7.1361 -0.1534 -0.9512  0.056
H 7.3624 -2.4422 1.2199  0.363
H 6.2723 -2.4276 -0.1538  0.149
C -1.4197 -1.4219 7.0767  -0.262
Cl -2.9238 -0.5928 6.8737  -0.054
Cl -0.5838 -1.2736 5.5343  0.046
Cl -1.9268 -3.0737 7.6364  -0.119
H -0.8612 -0.9340 7.8756  0.461
C -3.5174 -4.6382 -3.6012  0.585
Cl -5.0470 -5.5003 -3.3050  -0.145
Cl -3.5903 -3.5725 -4.9576  -0.079
Cl -2.2962 -5.8893 -3.7281  -0.160
H -3.2101 -4.1269 -2.6889  -0.272
C -4.1314 -4.0221 4.4457  -0.280
Cl -5.3847 -4.5628 3.3180  -0.100
Cl -4.8416 -3.3336 5.9549  -0.118
Cl -3.1784 -2.7951 3.6859  0.066
H -3.5527 -4.8897 4.7629  0.387
C -5.7298 -1.8811 -0.0167  0.586
Cl -6.3934 -1.7453 -1.6482  -0.115
Cl -4.5020 -3.1350 0.1850  -0.042
Cl -7.1000 -2.1329 1.1252  -0.137
H -5.3790 -0.9144 0.3449  -0.301
C 0.6264 -4.6915 -0.0442  -0.588
Cl 0.4178 -5.0401 1.7645  -0.104
Cl 1.5237 -3.1274 -0.3844  -0.001
Cl -0.9208 -4.6669 -0.8765  0.049
H 1.3284 -5.4131 -0.4621  0.548
C -0.6723 -0.6674 0.3016  -0.154
Cl 0.5871 0.5355 0.6429  0.215
Cl -2.1593 0.1813 -0.2092  0.194
Cl -1.0454 -1.6119 1.7195  0.551
H -0.3308 -1.3133 -0.5072  -0.678

Forces on atoms 1 to 3 (eV/Å):
C 2.15 -1.97 -2.74
O -2.45 1.24 2.19
N 1.19 0.28 -0.90

Summary:
Strongest force on any atom = 8.1 eV/Å
HOMO = -0.3293 hartree
E = -357627.61859 eV
Spin multiplicity = 1
Total charge = 0



Entry 3:
C42H64N10O5S2 | the ωB97M-V functional and the def2-TZVPD basis

Last column: Mulliken charge in e.
Element x y z (Å)
C -0.2699 2.4410 3.9905  -0.203
C -0.7017 3.3344 3.3198  -0.471
C -1.4643 4.0667 2.2812  -0.391
C -0.9781 3.7801 0.8399  -1.030
C -0.4972 2.3365 0.5942  -0.731
C -0.9831 1.7573 -0.7483  0.117
C 0.0620 1.0375 -1.6270  -2.257
O 1.2647 1.7587 -1.7835  -0.281
C 1.1457 2.8536 -2.6805  -0.024
C 1.6492 2.5608 -4.1023  -1.309
C 0.3587 -0.4991 -1.3074  3.162
C 1.0928 -0.4864 0.0520  -2.254
C 1.6879 -1.7911 0.6633  -2.012
C 1.6953 -3.1119 -0.1460  0.537
C 3.1186 -3.7509 -0.2597  -1.276
N 2.9752 -5.2188 -0.1473  -0.144
C 4.1742 -5.8606 0.3439  0.398
C 4.0134 -6.6158 1.6495  -0.959
O 5.1969 -5.7925 -0.2892  -0.591
C 1.3848 -0.7551 -2.4453  0.518
C 1.0621 -0.7117 -3.8089  -0.605
C 2.0433 -0.9035 -4.7749  -0.857
N 3.3305 -1.1320 -4.5318  -0.669
C 3.6443 -1.1292 -3.2384  -0.647
C 2.7474 -0.9502 -2.1885  -0.820
C -0.9692 -1.3057 -1.3699  1.544
C -1.3149 -2.0874 -0.0633  -1.348
C -1.0625 -2.3933 -2.4918  -0.728
C -2.2605 -3.3420 -2.3297  -1.322
C -1.9138 -4.7727 -1.7949  -0.440
S -3.2312 -5.1554 -0.5525  -0.185
O -2.1840 -0.5011 -1.6302  -0.712
S -2.4481 0.7197 -0.6544  1.737
O -2.8012 0.3994 0.7054  -0.757
O -3.5272 1.4576 -1.2580  -0.894
H 0.1112 1.6405 4.5848  0.394
H -1.2703 5.1299 2.4725  0.129
H -2.5417 3.9437 2.4150  0.358
H -0.2495 4.5272 0.5388  0.423
H -1.8465 3.9388 0.1862  0.489
H -0.7732 1.6405 1.3908  0.404
H 0.5987 2.3553 0.5882  0.392
H -1.3063 2.6228 -1.3354  0.858
H -0.3903 1.0127 -2.6339  0.983
H 1.7758 3.6539 -2.2721  0.529
H 0.1355 3.2759 -2.7503  0.185
H 1.8181 3.5227 -4.5980  0.489
H 2.5683 1.9732 -4.0679  0.205
H 0.8585 2.0505 -4.6608  0.273
H 0.3584 -0.1238 0.7813  0.198
H 1.8683 0.2838 0.0605  0.926
H 1.1943 -2.0001 1.6183  0.290
H 2.7275 -1.5820 0.9484  0.689
H 1.3083 -3.0588 -1.1636  -0.288
H 1.1139 -3.8594 0.4024  0.679
H 3.4503 -3.5398 -1.2863  0.329
H 3.8225 -3.3283 0.4578  0.523
H 2.6792 -5.6119 -1.0319  0.287
H 4.6136 -7.5251 1.6219  0.330
H 4.2919 -5.9596 2.4788  0.183
H 2.9576 -6.8692 1.7531  0.414
H 0.0456 -0.5203 -4.1322  0.592
H 1.7294 -0.8631 -5.8176  0.436
H 4.6935 -1.2837 -2.9860  0.488
H 3.1551 -0.9543 -1.1863  0.631
H -1.0649 -1.5278 0.8411  0.390
H -0.8818 -3.0842 -0.0463  0.019
H -2.3959 -2.2172 0.0099  0.321
H -0.1189 -2.9074 -2.6749  0.402
H -1.2682 -1.8238 -3.4066  0.225
H -3.0981 -2.9040 -1.7909  0.503
H -2.6421 -3.5215 -3.3450  0.456
H -1.9544 -5.4997 -2.6063  0.485
H -0.9209 -4.7549 -1.3379  0.063
H -2.5689 -5.0824 0.6126  0.115
C -2.2414 8.3986 1.8347  -0.649
C -1.5526 7.4163 1.0027  0.496
N -1.0100 6.6468 0.3451  -0.463
H -1.8324 8.3813 2.8435  0.301
H -2.1036 9.3944 1.4105  -0.042
H -3.3047 8.1682 1.8783  0.341
C -1.9364 11.0934 -1.4986  -0.831
C -1.7587 11.3249 -0.0686  0.435
N -1.6421 11.5113 1.0582  -0.491
H -0.9878 10.7969 -1.9391  0.317
H -2.6707 10.3045 -1.6574  0.293
H -2.2846 12.0061 -1.9786  0.317
C 1.9174 8.7721 0.6193  -0.665
C 1.4505 9.9805 -0.0566  0.438
N 1.0818 10.9303 -0.5838  -0.465
H 2.9740 8.6169 0.4090  0.341
H 1.7791 8.8746 1.6943  0.258
H 1.3513 7.9108 0.2676  0.074
C 7.7636 -6.6514 3.4971  -0.621
C 6.6444 -7.4608 3.9703  0.335
N 5.7619 -8.0951 4.3359  -0.417
H 8.7013 -7.0559 3.8727  0.323
H 7.7857 -6.6562 2.4080  0.140
H 7.6548 -5.6257 3.8440  0.258
C -5.6863 1.7084 2.8143  -0.074
C -5.3979 2.0205 4.2131  0.260
N -5.1703 2.2660 5.3101  -0.423
H -4.7793 1.3635 2.3163  -0.317
H -6.4445 0.9302 2.7584  0.299
H -6.0537 2.5975 2.3052  0.325
C -5.7270 -1.7204 1.9888  -0.542
C -5.1496 -2.7581 1.1419  0.402
N -4.6879 -3.5394 0.4332  -0.417
H -5.2289 -1.7103 2.9572  0.340
H -5.5958 -0.7519 1.5114  -0.059
H -6.7881 -1.9065 2.1383  0.214
C 8.4430 -5.6829 -2.2071  -0.682
C 8.9981 -5.5348 -0.8625  0.359
N 9.4443 -5.4171 0.1873  -0.399
H 8.4949 -4.7317 -2.7333  0.257
H 9.0144 -6.4270 -2.7589  0.284
H 7.4030 -6.0003 -2.1474  0.201
C -9.3731 -4.5595 2.4392  -0.767
C -8.8885 -3.4428 3.2486  0.406
N -8.5056 -2.5674 3.8842  -0.407
H -8.7342 -4.6879 1.5671  0.280
H -9.3599 -5.4744 3.0280  0.275
H -10.3912 -4.3618 2.1098  0.268

Forces on atoms 1 to 3 (eV/Å):
C 0.40 -0.21 0.44
C -1.08 -0.52 -0.91
C 1.14 1.03 0.56

Summary:
SMILES string = C#CCCC[C@H]1[C@@H](OCC)[C@](CCCCNC(C)=O)(c2ccncc2)[C@](C)(CCCS)OS1(=O)=O.CC#N.CC#N.CC#N.CC#N.CC#N.CC#N.CC#N.CC#N
Strongest force on any atom = 3.5 eV/Å
HOMO = -0.2803 hartree
E = -91393.22678 eV
Spin multiplicity = 1
Total charge = 0